1) Density functional theory data (ωB97M-V/def2-TZVPD) for one molecule with the formula C2H2O.

M in g mol⁻¹: 42.04
Net charge: 0
Highest occupied orbital energy in eV: -8.52
Gap between HOMO and LUMO in eV: 9.32

Geometry as XYZ:
```
5
C2H2O ωB97M-V/def2-TZVPD
C 0.200 -0.663 0.034
C -0.563 0.345 -0.038
O 0.767 0.816 0.139
H 0.924 -1.328 0.489
H -1.328 0.830 -0.624
```


2) Density functional theory data (ωB97M-V/def2-TZVPD) for C2H2O as an isolated structure.

M in g mol⁻¹: 42.04
Net charge: 0
Highest occupied orbital energy in eV: -9.01
Gap between HOMO and LUMO in eV: 9.33

Geometry as XYZ:
```
5
C2H2O ωB97M-V/def2-TZVPD
C 0.242 -0.611 0.570
C 0.097 0.353 -0.299
O -1.119 0.437 -0.001
H 0.078 -1.612 0.739
H 0.701 1.433 -1.009
```


Most favorable first, least favorable last: 1), 2)


1) Density functional theory data (ωB97M-V/def2-TZVPD) for a 2-piece molecular cluster, BrClFHSi overall.

M in g mol⁻¹: 163.45
Net charge: 0
Highest occupied orbital energy (alpha / beta) in eV: -10.77 / -7.20
Gap between HOMO and LUMO (alpha / beta) in eV: 10.09 / 3.46

Geometry as XYZ:
```
5
BrClFHSi ωB97M-V/def2-TZVPD
F -0.934 -0.578 1.571
Si 0.478 -0.834 0.938
Cl 2.081 -0.642 1.906
Br 2.771 2.739 0.113
H 0.505 -0.429 -0.453
```


2) Density functional theory data (ωB97M-V/def2-TZVPD) for one molecule with the formula BrClFHSi.

M in g mol⁻¹: 163.45
Net charge: 0
Highest occupied orbital energy in eV: -10.54
Gap between HOMO and LUMO in eV: 10.18

Geometry as XYZ:
```
5
BrClFHSi ωB97M-V/def2-TZVPD
F 1.016 0.169 -1.299
Si 0.190 0.251 0.008
Cl -2.162 -0.844 0.002
Br 1.295 -1.126 1.298
H -0.339 1.551 -0.009
```


Most favorable first, least favorable last: 2), 1)


1) Density functional theory data (ωB97M-V/def2-TZVPD) for a 11-piece molecular cluster, C5H31NO12 overall.

M in g mol⁻¹: 297.30
Net charge: 0
Highest occupied orbital energy in eV: -8.66
Gap between HOMO and LUMO in eV: 8.53

Geometry as XYZ:
```
49
C5H31NO12 ωB97M-V/def2-TZVPD
C -1.212 2.356 1.016
N -0.805 1.284 1.903
C -1.955 0.637 2.619
C -1.872 -0.914 2.425
C -2.914 -1.449 1.433
C -2.270 -1.766 0.123
O -1.139 -1.794 -0.280
O -3.281 -1.825 -0.844
H -0.428 3.013 0.695
H -1.425 1.920 -0.013
H -2.107 2.906 1.304
H -0.209 0.598 1.472
H -2.942 1.085 2.376
H -1.736 0.891 3.655
H -1.921 -1.426 3.384
H -0.821 -1.086 2.150
H -3.363 -2.358 1.862
H -3.711 -0.721 1.291
H -3.013 -2.325 -1.625
O 0.518 -1.694 -3.805
H 0.444 -2.615 -4.090
H -0.247 -1.721 -3.213
O -4.512 2.370 -1.652
H -4.421 1.977 -0.787
H -3.767 2.897 -1.924
O 1.728 -0.140 -1.353
H 1.304 -0.404 -0.520
H 2.062 0.755 -1.329
O 4.152 -1.657 0.363
H 3.249 -1.596 0.012
H 4.500 -0.880 -0.119
O 2.569 -3.353 -1.898
H 3.382 -2.886 -1.633
H 2.080 -2.800 -2.522
O 1.611 1.344 5.253
H 1.638 0.998 4.347
H 1.676 0.446 5.622
O 1.223 -1.741 0.823
H 1.830 -2.477 0.773
H 0.495 -1.788 0.167
O 1.313 1.834 -4.446
H 0.528 1.280 -4.424
H 2.031 1.184 -4.353
O 2.998 2.616 1.987
H 2.437 2.907 2.728
H 2.517 2.186 1.282
O 0.845 2.877 -1.861
H 1.510 3.512 -1.589
H 1.039 2.284 -2.594
```


2) Density functional theory data (ωB97M-V/def2-TZVPD) for a 13-piece molecular cluster, C5H31NO12 overall.

M in g mol⁻¹: 297.30
Net charge: 0
Highest occupied orbital energy in eV: -7.77
Gap between HOMO and LUMO in eV: 7.94

Geometry as XYZ:
```
49
C5H31NO12 ωB97M-V/def2-TZVPD
C -1.062 -2.136 1.401
C -1.532 -0.730 1.125
C -0.826 0.371 1.586
N -1.159 1.485 0.845
C -2.209 1.129 0.023
C -2.417 -0.205 0.179
H -0.104 -2.303 0.907
H -0.783 -2.305 2.440
H -1.809 -2.817 0.996
H -0.016 0.443 2.285
H -0.639 2.347 0.894
H -2.600 1.888 -0.632
H -3.270 -0.588 -0.377
H 2.728 0.721 -0.310
H 3.084 1.513 -1.530
O 3.359 1.379 -0.620
H -0.357 -2.607 -2.370
H 0.992 -2.280 -2.901
O 0.588 -2.727 -2.147
H 0.375 -0.076 -0.792
H 0.104 1.336 -1.340
O 0.799 0.692 -1.182
H -2.396 -1.800 -1.569
H -2.367 -1.084 -2.903
O -1.987 -1.851 -2.444
H -1.987 3.547 -3.340
H -0.525 3.873 -3.276
O -1.150 3.329 -3.772
H 0.139 -0.288 5.095
H -0.545 1.047 5.073
O -0.094 0.424 4.497
H -0.194 4.970 1.109
H 1.004 4.095 1.252
O 0.179 4.154 0.755
H -1.993 0.698 -2.199
H -1.710 1.619 -3.534
O -2.284 0.989 -3.067
H 1.734 -1.346 2.455
H 2.667 -0.136 2.395
O 1.746 -0.395 2.286
H 1.701 -2.954 0.385
H 2.555 -3.841 1.141
O 1.850 -3.208 1.305
H 1.358 1.728 1.662
H 1.693 2.669 0.420
O 1.135 2.519 1.174
H 1.784 -3.807 -1.635
H 2.057 -5.085 -0.583
O 2.384 -4.401 -1.160
```


Most favorable first, least favorable last: 1), 2)


1) Density functional theory data (ωB97M-V/def2-TZVPD) for C39H49AsIN7O2PtS2 as an isolated structure.

M in g mol⁻¹: 1108.91
Net charge: +2
Highest occupied orbital energy in eV: -12.23
Gap between HOMO and LUMO in eV: 6.90

Geometry as XYZ:
```
102
C39H49AsIN7O2PtS2 ωB97M-V/def2-TZVPD
Pt 0.221 0.669 0.310
C 5.015 3.806 -1.305
N 4.559 2.495 -1.765
C 3.561 1.768 -1.294
S 2.456 2.375 -0.036
N 3.353 0.540 -1.693
C 4.210 -0.139 -2.657
H 5.051 4.496 -2.145
H 6.007 3.708 -0.869
H 4.337 4.193 -0.552
H 5.128 2.059 -2.477
H 2.643 -0.018 -1.190
H 4.226 0.413 -3.598
H 3.778 -1.111 -2.862
H 5.224 -0.251 -2.265
C -5.461 0.506 -2.163
C -4.357 -0.332 -2.266
C -3.355 -0.276 -1.311
C -3.455 0.622 -0.249
C -4.567 1.448 -0.136
C -5.567 1.390 -1.100
As -2.084 0.543 1.105
C -2.392 2.036 2.290
C -2.472 3.318 1.754
C -2.564 4.418 2.593
C -2.564 4.242 3.972
C -2.473 2.966 4.507
C -2.385 1.861 3.669
C -2.507 -1.059 2.073
C -1.654 -2.155 2.012
C -2.015 -3.329 2.659
C -3.208 -3.400 3.365
C -4.057 -2.301 3.419
C -3.712 -1.128 2.764
H -6.246 0.459 -2.905
H -4.287 -1.039 -3.082
H -2.504 -0.946 -1.383
H -4.667 2.131 0.699
H -6.434 2.030 -1.010
H -2.475 3.465 0.678
H -2.645 5.413 2.173
H -2.644 5.099 4.626
H -2.479 2.827 5.581
H -2.309 0.866 4.091
H -0.711 -2.085 1.483
H -1.361 -4.191 2.613
H -3.484 -4.316 3.869
H -4.990 -2.360 3.962
H -4.384 -0.277 2.794
C -0.690 -1.210 6.019
C 0.506 -1.385 5.082
C 0.738 -0.180 4.234
N 0.349 -0.076 3.018
N 0.635 1.152 2.447
C 1.242 1.965 3.273
N 1.594 3.233 2.969
S 1.519 1.268 4.825
H -0.817 -2.097 6.637
H -1.607 -1.068 5.444
H -0.561 -0.355 6.683
H 0.328 -2.214 4.397
H 1.411 -1.615 5.647
H 1.157 3.673 2.175
H 1.912 3.847 3.699
C 1.561 -4.252 -1.177
C 2.529 -3.435 -0.310
C 2.631 -4.059 1.090
C 3.913 -3.427 -0.966
C 1.986 -2.066 -0.164
C 1.350 -1.044 0.033
H 1.920 -5.279 -1.269
H 1.487 -3.824 -2.179
H 0.565 -4.274 -0.734
H 3.038 -5.069 1.017
H 1.648 -4.117 1.559
H 3.285 -3.469 1.732
H 4.297 -4.446 -1.024
H 4.622 -2.830 -0.390
H 3.858 -3.038 -1.983
O 0.339 -3.595 -6.668
C 0.880 -2.318 -6.840
N 0.269 -1.335 -5.953
C 0.828 -0.984 -4.780
O 1.903 -1.400 -4.374
C 0.064 0.002 -3.937
C -0.701 1.049 -4.429
C -1.294 1.928 -3.532
C -1.098 1.735 -2.180
N -0.348 0.729 -1.708
C 0.213 -0.125 -2.566
H 0.755 -4.023 -5.912
H 0.674 -2.022 -7.866
H 1.953 -2.289 -6.657
H -0.699 -1.107 -6.116
H -0.822 1.196 -5.496
H -1.905 2.751 -3.873
H -1.572 2.372 -1.446
H 0.792 -0.933 -2.140
I 1.885 5.677 -0.170
C 1.652 3.702 -0.963
H 0.584 3.521 -0.915
H 1.941 3.710 -2.010
```


2) Density functional theory data (ωB97M-V/def2-TZVPD) for C39H49AsIN7O2PtS2 as an isolated structure.

M in g mol⁻¹: 1108.91
Net charge: +2
Highest occupied orbital energy in eV: -13.36
Gap between HOMO and LUMO in eV: 7.19

Geometry as XYZ:
```
102
C39H49AsIN7O2PtS2 ωB97M-V/def2-TZVPD
Pt -0.231 0.480 -0.115
C -2.082 -2.199 3.674
N -2.722 -0.905 3.503
C -2.174 0.174 2.956
S -0.487 0.279 2.630
N -2.932 1.238 2.706
C -4.353 1.377 2.978
H -2.452 -2.658 4.588
H -1.007 -2.072 3.750
H -2.310 -2.853 2.830
H -3.704 -0.871 3.728
H -2.430 2.060 2.406
H -4.878 0.439 2.797
H -4.766 2.125 2.305
H -4.538 1.698 4.005
C 4.123 2.786 -3.632
C 3.086 3.295 -2.859
C 2.534 2.528 -1.847
C 3.043 1.257 -1.582
C 4.053 0.732 -2.384
C 4.595 1.503 -3.403
As 2.339 0.217 -0.112
C 3.370 -1.411 -0.218
C 4.674 -1.423 0.269
C 5.455 -2.554 0.091
C 4.941 -3.668 -0.559
C 3.642 -3.652 -1.045
C 2.858 -2.521 -0.884
C 2.930 1.112 1.493
C 3.403 0.373 2.576
C 3.885 1.028 3.699
C 3.858 2.414 3.759
C 3.342 3.148 2.699
C 2.869 2.499 1.571
H 4.553 3.385 -4.423
H 2.706 4.289 -3.056
H 1.693 2.907 -1.276
H 4.423 -0.271 -2.218
H 5.386 1.095 -4.017
H 5.088 -0.550 0.757
H 6.471 -2.559 0.464
H 5.559 -4.545 -0.698
H 3.244 -4.520 -1.556
H 1.853 -2.497 -1.288
H 3.415 -0.709 2.542
H 4.284 0.456 4.526
H 4.233 2.923 4.637
H 3.317 4.228 2.749
H 2.465 3.076 0.751
C -5.717 -2.620 -1.078
C -5.210 -2.001 0.232
C -4.295 -0.852 -0.023
N -3.050 -0.802 0.279
N -2.450 0.358 -0.114
C -3.259 1.216 -0.701
N -2.915 2.449 -1.093
S -4.870 0.604 -0.823
H -6.394 -3.444 -0.859
H -4.887 -3.001 -1.670
H -6.263 -1.881 -1.667
H -4.663 -2.739 0.819
H -6.066 -1.650 0.814
H -1.928 2.685 -1.091
H -3.526 2.960 -1.707
C -0.300 5.641 -1.121
C -0.210 5.107 0.316
C 1.090 5.588 0.975
C -1.420 5.587 1.131
C -0.216 3.635 0.260
C -0.227 2.424 0.241
H -0.246 6.730 -1.115
H -1.241 5.345 -1.589
H 0.522 5.260 -1.729
H 1.080 6.676 1.051
H 1.960 5.297 0.382
H 1.193 5.171 1.977
H -1.450 6.678 1.132
H -1.350 5.244 2.164
H -2.351 5.215 0.701
O -1.289 -6.492 -4.577
C -2.065 -6.424 -3.418
N -1.385 -5.685 -2.359
C -1.778 -4.465 -1.942
O -2.746 -3.865 -2.376
C -0.944 -3.832 -0.858
C -0.241 -4.518 0.123
C 0.451 -3.790 1.078
C 0.429 -2.411 1.019
N -0.268 -1.744 0.092
C -0.945 -2.445 -0.821
H -1.461 -5.735 -5.146
H -2.213 -7.446 -3.075
H -3.028 -5.942 -3.572
H -0.513 -6.070 -2.036
H -0.247 -5.600 0.158
H 1.016 -4.279 1.859
H 0.963 -1.815 1.747
H -1.515 -1.910 -1.566
I -1.617 0.136 -3.480
C 0.095 0.268 -2.261
H 0.659 1.142 -2.556
H 0.679 -0.639 -2.393
```


Most favorable first, least favorable last: 2), 1)


1) Density functional theory data (ωB97M-V/def2-TZVPD) for a 3-piece molecular cluster, C4H12BN overall.

M in g mol⁻¹: 84.96
Net charge: 0
Highest occupied orbital energy in eV: -9.75
Gap between HOMO and LUMO in eV: 10.63

Geometry as XYZ:
```
18
C4H12BN ωB97M-V/def2-TZVPD
B -2.402 0.050 -0.361
C 0.711 0.531 1.229
C 0.371 -1.712 0.052
C 0.786 0.448 -1.127
C 0.163 -0.265 0.066
N -1.221 -0.064 -0.026
H -3.337 -0.472 -0.818
H -1.974 3.518 0.320
H 0.708 1.596 0.903
H 0.251 0.354 2.282
H 1.666 0.111 1.315
H 1.389 -2.014 -0.323
H -0.334 -2.280 -0.496
H 0.311 -2.028 1.113
H 0.739 -0.215 -1.951
H 0.257 1.408 -1.308
H 1.782 0.710 -0.808
H -1.777 2.579 0.971
```


2) Density functional theory data (ωB97M-V/def2-TZVPD) for one molecule with the formula C4H12BN.

M in g mol⁻¹: 84.96
Net charge: 0
Highest occupied orbital energy in eV: -8.72
Gap between HOMO and LUMO in eV: 9.43

Geometry as XYZ:
```
18
C4H12BN ωB97M-V/def2-TZVPD
C -2.821 -0.190 0.396
C -1.474 0.348 -0.098
N -0.358 -0.480 0.276
B 1.252 -0.124 -0.043
C 2.338 -1.312 0.034
C 1.475 1.328 -0.611
H -2.651 -0.564 1.436
H -3.420 0.597 0.381
H -3.199 -1.051 -0.280
H -1.423 0.567 -1.085
H -1.455 1.331 0.498
H -0.691 -1.468 0.171
H 2.055 -1.910 -0.837
H 2.335 -2.023 0.876
H 3.276 -0.998 -0.235
H 1.121 2.110 0.082
H 0.942 1.429 -1.574
H 2.496 1.513 -0.834
```


Most favorable first, least favorable last: 2), 1)


1) Density functional theory data (ωB97M-V/def2-TZVPD) for one molecule with the formula C16H18N2O3S2.

M in g mol⁻¹: 350.46
Net charge: 0
Highest occupied orbital energy in eV: -8.81
Gap between HOMO and LUMO in eV: 9.31

Geometry as XYZ:
```
41
C16H18N2O3S2 ωB97M-V/def2-TZVPD
O 2.702 3.188 0.856
C 3.110 2.110 1.210
C 4.579 1.882 1.595
C 5.087 0.526 1.258
C 5.224 -0.554 2.080
C 5.692 -1.707 1.409
C 5.894 -1.490 0.086
S 5.522 0.125 -0.374
N 2.352 0.985 1.344
C 0.992 0.808 1.102
C 0.472 -0.481 1.251
C -0.869 -0.718 1.029
C -1.694 0.329 0.663
S -3.415 -0.024 0.343
O -4.133 1.217 0.234
O -3.880 -0.997 1.289
N -3.261 -0.794 -1.147
C -3.224 0.124 -2.281
C -4.340 -0.320 -3.242
C -5.253 -1.166 -2.355
C -4.244 -1.831 -1.423
C -1.194 1.607 0.514
C 0.149 1.855 0.731
H 5.161 2.657 1.092
H 4.656 2.048 2.673
H 5.016 -0.524 3.136
H 5.870 -2.649 1.895
H 6.244 -2.179 -0.657
H 2.848 0.147 1.629
H 1.127 -1.290 1.541
H -1.297 -1.701 1.145
H -3.399 1.136 -1.911
H -2.236 0.084 -2.748
H -3.924 -0.935 -4.041
H -4.853 0.530 -3.686
H -5.846 -1.884 -2.918
H -5.916 -0.524 -1.775
H -4.664 -2.177 -0.481
H -3.737 -2.663 -1.924
H -1.869 2.402 0.240
H 0.552 2.848 0.619
```


2) Density functional theory data (ωB97M-V/def2-TZVPD) for one molecule with the formula C16H18N2O3S2.

M in g mol⁻¹: 350.46
Net charge: 0
Highest occupied orbital energy in eV: -8.30
Gap between HOMO and LUMO in eV: 8.61

Geometry as XYZ:
```
41
C16H18N2O3S2 ωB97M-V/def2-TZVPD
O -1.051 -3.387 -1.375
C -0.586 -2.316 -1.064
C -1.436 -1.136 -0.699
S -1.372 -0.974 1.142
O -0.041 -1.270 1.596
O -2.444 -1.752 1.684
C -1.715 0.803 1.468
C -2.790 1.251 0.548
C -4.088 0.780 0.718
C -5.084 1.147 -0.168
C -4.797 1.990 -1.230
C -3.507 2.463 -1.405
C -2.507 2.092 -0.523
N 0.773 -2.155 -1.020
C 1.605 -1.128 -0.661
N 2.853 -1.343 -0.446
C 3.537 -0.201 -0.165
C 2.802 0.941 -0.182
S 1.147 0.570 -0.575
C 3.322 2.309 0.085
C 4.687 2.196 0.768
C 5.573 1.191 0.034
C 4.995 -0.219 0.151
H -2.474 -1.340 -0.943
H -1.101 -0.203 -1.138
H -2.012 0.829 2.514
H -0.776 1.328 1.322
H -4.303 0.113 1.538
H -6.088 0.776 -0.031
H -5.576 2.279 -1.919
H -3.278 3.120 -2.230
H -1.500 2.461 -0.661
H 1.284 -3.026 -1.142
H 3.420 2.855 -0.860
H 2.624 2.867 0.713
H 4.548 1.864 1.799
H 5.165 3.176 0.789
H 5.637 1.472 -1.019
H 6.582 1.209 0.449
H 5.128 -0.600 1.168
H 5.502 -0.910 -0.525
```


Most favorable first, least favorable last: 2), 1)